No. 1
# C37H26BrCoN7O2

C37H26BrCoN7O2 as an isolated structure in a non-equilibrium geometry (wB97M-V/def2-TZVPD, OMol25).

Structure (XYZ):
```
74
Properties=species:S:1:pos:R:3:forces:R:3:mulliken_spin:R:1
Co -0.763 0.570 1.292 -0.1 0.0 -0.1 0.9688
N 4.653 -8.148 0.627 0.0 0.0 0.0 0.0000
C 4.023 -7.189 0.695 0.0 0.0 0.0 0.0000
C 3.236 -5.986 0.784 0.0 -0.1 0.0 -0.0001
C 2.074 -5.974 1.550 0.0 0.0 0.0 -0.0003
C 1.325 -4.813 1.637 0.0 0.0 0.0 0.0009
C 1.732 -3.656 0.978 0.0 0.0 0.0 -0.0002
C 2.898 -3.680 0.216 0.0 0.0 0.0 -0.0010
C 3.646 -4.839 0.109 0.0 0.0 0.0 0.0001
C 0.927 -2.407 1.098 0.0 0.0 0.0 0.0144
C -0.375 -2.462 0.629 -0.1 0.0 0.0 -0.0127
C -0.977 -3.515 -0.139 0.0 0.0 0.0 0.0044
C -2.250 -3.108 -0.428 0.0 0.0 0.1 0.0018
C -2.400 -1.827 0.183 -0.1 0.0 0.1 0.0024
N -1.306 -1.443 0.804 0.1 0.1 -0.1 0.0396
C 1.580 -1.289 1.659 0.0 0.0 -0.1 0.0036
C 2.880 -1.268 2.225 0.0 0.0 0.0 -0.0017
C 3.143 0.038 2.586 0.0 0.0 0.0 0.0003
C 1.999 0.776 2.230 0.0 0.0 0.0 -0.0061
N 1.066 0.000 1.685 -0.1 -0.1 0.0 -0.0130
H 1.766 -6.869 2.072 0.0 0.0 0.0 0.0000
H 0.419 -4.794 2.228 0.0 0.0 0.0 -0.0001
H 3.213 -2.783 -0.301 0.0 0.0 0.0 -0.0001
H 4.546 -4.860 -0.490 0.0 0.0 0.0 0.0000
H -0.489 -4.421 -0.460 0.0 0.0 0.0 0.0001
H -3.002 -3.639 -0.988 0.0 0.0 0.0 0.0001
H -3.282 -1.200 0.189 0.0 0.0 0.0 0.0005
H 3.522 -2.123 2.361 0.0 0.0 0.0 -0.0006
H 4.040 0.429 3.039 0.0 0.0 0.0 0.0000
H 1.834 1.839 2.330 0.0 0.0 0.0 0.0013
O -0.417 2.839 2.029 0.2 0.0 0.2 0.0207
C -1.088 2.905 3.282 -0.1 0.0 -0.1 0.0082
C -1.012 1.583 3.999 0.0 0.0 0.0 -0.0091
C -0.889 1.536 5.379 0.0 0.0 0.0 0.0026
C -0.919 0.307 6.016 0.0 0.0 0.0 -0.0021
C -1.083 -0.837 5.252 0.0 0.0 0.0 0.0009
C -1.179 -0.707 3.879 0.0 0.0 0.0 -0.0037
N -1.131 0.476 3.264 0.1 0.0 0.1 -0.0097
H -0.889 3.406 1.411 0.0 -0.1 -0.1 -0.0046
H -2.145 3.134 3.124 0.0 0.0 0.0 -0.0006
H -0.650 3.684 3.910 0.0 0.0 0.0 0.0006
H -0.767 2.454 5.937 0.0 0.0 0.0 -0.0003
H -0.812 0.243 7.090 0.0 0.0 0.0 -0.0002
H -1.122 -1.818 5.703 0.0 0.0 0.0 0.0003
H -1.294 -1.563 3.227 0.1 0.0 0.0 0.0010
Br 3.427 4.917 -4.612 0.0 0.0 0.0 0.0000
C 1.642 4.330 -4.834 0.0 0.0 0.0 0.0002
C 0.731 4.511 -3.804 0.0 0.1 0.0 -0.0002
C -0.560 4.033 -3.940 -0.2 0.2 -0.1 0.0002
C -0.949 3.369 -5.105 0.3 -0.6 0.1 0.0001
C -0.041 3.273 -6.158 0.0 -0.1 0.1 -0.0001
C 1.260 3.730 -6.022 0.0 0.0 0.0 0.0000
N -2.242 2.837 -5.376 -0.4 1.3 0.2 0.0007
N -3.085 2.562 -4.494 0.3 -1.3 -0.4 -0.0004
C -2.801 2.164 -3.171 -0.2 0.5 0.3 0.0012
C -3.865 2.373 -2.306 0.0 0.1 0.0 -0.0003
C -3.818 2.123 -0.936 0.0 0.0 0.0 0.0014
C -2.656 1.616 -0.363 0.1 0.0 -0.1 -0.0026
O -2.520 1.318 0.886 0.1 0.0 0.1 -0.0082
C -1.539 1.372 -1.254 -0.2 0.0 0.1 0.0010
N -0.431 0.881 -0.636 0.0 -0.1 -0.1 -0.0054
C 0.595 0.493 -1.358 0.0 0.1 0.0 0.0076
C 0.557 0.521 -2.759 0.0 0.0 0.0 -0.0013
C -0.539 1.033 -3.397 0.0 -0.1 0.0 0.0026
C -1.620 1.550 -2.644 0.1 0.0 -0.2 -0.0031
H 1.034 5.012 -2.895 0.0 0.0 0.0 0.0000
H -1.273 4.192 -3.143 0.0 -0.1 0.0 0.0001
H -0.373 2.813 -7.079 0.0 0.0 0.0 0.0000
H 1.966 3.630 -6.834 0.0 0.0 0.0 0.0000
H -4.764 2.783 -2.749 0.0 0.0 0.0 -0.0001
H -4.681 2.296 -0.307 0.0 0.0 0.0 -0.0003
H 1.457 0.125 -0.816 0.0 0.0 0.0 0.0005
H 1.395 0.135 -3.322 0.0 0.0 0.0 -0.0003
H -0.589 1.009 -4.475 0.0 0.1 0.0 0.0004
```
Forces are in eV/Å.

- Kohn-Sham gap (spin up / spin down): 6.452 / 6.461 eV
- Electronic energy: -160986.0183 eV
- LUMO level (spin up / spin down): -0.75 / -0.74 eV
- 2S+1: 2



No. 2
# C37H26CrN6O8

C37H26CrN6O8 as an isolated structure in a non-equilibrium geometry (wB97M-V/def2-TZVPD, OMol25).

Structure (XYZ):
```
78
Properties=species:S:1:pos:R:3:forces:R:3:mulliken_spin:R:1
Cr 0.327 0.102 2.815 -0.1 -0.4 1.3 3.1117
C -1.973 2.512 5.379 0.0 0.0 0.1 0.0008
O -1.046 2.661 6.452 0.0 0.1 -0.1 0.0008
C 0.240 2.199 6.383 0.0 -0.1 0.0 -0.0037
C 0.959 2.335 7.557 0.0 0.0 0.0 0.0014
C 2.276 1.899 7.666 0.0 0.0 0.0 0.0026
C 2.881 1.318 6.574 0.0 0.0 0.0 0.0012
C 2.179 1.166 5.374 0.0 0.0 0.0 0.0228
C 2.902 0.609 4.247 -0.1 0.1 0.0 0.0203
N 2.447 0.289 3.092 0.3 0.0 -0.9 -0.0454
N 3.477 -0.186 2.261 0.0 -0.4 0.4 -0.0096
C 3.299 -0.086 0.960 -0.3 0.1 0.2 0.0089
O 2.365 0.460 0.338 -0.7 0.2 -0.1 0.0105
C 4.398 -0.733 0.148 0.1 0.0 0.0 0.0036
C 4.288 -0.731 -1.238 0.0 0.0 0.0 -0.0008
C 5.264 -1.326 -2.026 0.0 0.0 0.0 0.0000
C 6.365 -1.927 -1.434 0.0 0.0 0.0 -0.0003
C 6.482 -1.931 -0.049 0.0 0.0 0.0 0.0001
C 5.505 -1.340 0.737 0.0 0.0 0.0 0.0001
C 0.848 1.608 5.247 0.0 0.0 0.2 -0.0060
O 0.200 1.505 4.112 0.0 0.2 -0.3 -0.0074
H -2.119 1.473 5.095 0.0 0.0 0.0 0.0002
H -1.661 3.073 4.499 0.0 0.0 0.0 -0.0002
H -2.905 2.925 5.764 0.0 0.0 0.0 0.0005
H 0.449 2.783 8.402 0.0 0.0 0.0 0.0004
H 2.809 2.013 8.601 0.0 0.0 0.0 0.0006
H 3.906 0.970 6.628 0.0 0.0 0.0 -0.0004
H 3.972 0.463 4.389 0.0 0.0 0.0 -0.0031
H 3.420 -0.254 -1.675 0.0 0.0 0.0 0.0005
H 5.165 -1.319 -3.106 0.0 0.0 0.0 0.0000
H 7.128 -2.393 -2.047 0.0 0.0 0.0 0.0000
H 7.339 -2.401 0.420 0.0 0.0 0.0 0.0000
H 5.577 -1.339 1.816 0.0 0.0 0.0 -0.0001
O -0.795 -2.777 5.278 0.0 0.0 -0.1 0.0110
C -0.682 -1.856 4.502 0.0 0.0 0.1 0.0093
O 0.452 -1.371 4.069 0.0 0.1 -0.1 -0.0271
C -1.930 -1.141 3.887 -0.1 -0.1 -0.1 0.0107
O -3.059 -1.490 4.157 0.0 0.0 0.0 0.0049
O -1.612 -0.186 3.064 0.2 0.1 -0.1 -0.0266
C -4.646 -1.555 -9.784 0.0 0.0 0.0 0.0000
O -4.485 -0.315 -9.122 0.0 0.0 0.0 0.0000
C -3.959 -0.339 -7.867 0.0 0.0 0.0 -0.0002
C -3.786 0.901 -7.257 0.0 0.0 0.0 0.0001
C -3.259 0.976 -5.984 0.0 0.0 0.0 -0.0002
C -2.894 -0.176 -5.288 0.0 0.0 0.0 0.0000
C -3.073 -1.406 -5.908 0.0 0.0 0.0 -0.0005
C -3.601 -1.497 -7.187 0.0 0.0 0.0 0.0003
C -2.328 -0.138 -3.935 0.0 0.0 0.0 -0.0003
N -1.944 -1.190 -3.254 0.0 0.0 0.0 0.0001
C -1.480 -0.698 -2.058 0.0 0.0 0.0 -0.0007
C -1.586 0.670 -2.020 0.0 0.0 0.0 0.0001
N -2.136 1.021 -3.231 0.0 0.0 0.0 -0.0001
C -1.186 1.466 -0.902 0.0 0.0 0.0 -0.0039
C -1.249 2.863 -0.815 0.0 0.0 0.0 0.0107
C -0.818 3.487 0.328 0.0 0.0 0.0 -0.0058
C -0.334 2.710 1.385 0.0 0.1 0.0 0.0244
N -0.267 1.400 1.309 0.2 0.0 -0.3 -0.0247
C -0.671 0.763 0.194 0.1 0.0 0.0 -0.0331
C -0.534 -0.684 0.166 0.1 0.1 0.0 0.0001
N 0.009 -1.269 1.255 0.3 0.2 -0.3 -0.0775
C 0.168 -2.573 1.281 0.1 -0.1 0.0 0.0156
C -0.213 -3.389 0.207 0.0 0.0 0.1 -0.0044
C -0.766 -2.816 -0.908 0.0 0.0 0.0 0.0095
C -0.936 -1.425 -0.945 0.0 0.0 -0.1 0.0017
H -5.048 -1.322 -10.766 0.0 0.0 0.0 0.0000
H -5.347 -2.202 -9.251 0.0 0.0 0.0 0.0000
H -3.690 -2.072 -9.897 0.0 0.0 0.0 0.0000
H -4.069 1.793 -7.801 0.0 0.0 0.0 0.0000
H -3.134 1.957 -5.541 0.0 0.0 0.0 0.0000
H -2.790 -2.301 -5.369 0.0 0.0 0.0 0.0000
H -3.727 -2.471 -7.636 0.0 0.0 0.0 0.0000
H -2.354 1.949 -3.543 0.0 0.0 0.0 0.0001
H -1.631 3.446 -1.645 0.0 0.0 0.0 0.0004
H -0.849 4.563 0.426 0.0 0.0 0.0 -0.0006
H -0.002 3.142 2.321 0.0 0.0 0.0 -0.0004
H 0.612 -2.976 2.183 0.0 0.0 0.0 -0.0029
H -0.064 -4.457 0.277 0.0 0.0 0.0 -0.0001
H -1.073 -3.408 -1.760 0.0 0.0 0.0 0.0001
```
Forces are in eV/Å.

- Kohn-Sham gap (spin up / spin down): 6.130 / 6.124 eV
- Electronic energy: -92539.7821 eV
- Total charge: -1
- LUMO level (spin up / spin down): 1.67 / 1.57 eV
- 2S+1: 4



No. 3
# C37H27Cl2N9O2W

C37H27Cl2N9O2W as an isolated structure in a non-equilibrium geometry (wB97M-V/def2-TZVPD, OMol25).

Structure (XYZ):
```
78
Properties=species:S:1:pos:R:3:forces:R:3:mulliken_charge:R:1
W 0.078 -0.017 -0.434 -0.9 -0.5 -1.0 1.2732
Cl -4.240 4.780 -3.217 0.1 0.2 0.0 -0.1765
C -3.416 3.310 -2.899 0.0 -0.5 -0.1 0.0443
C -2.349 3.302 -2.011 0.0 0.1 0.0 -0.9262
C -1.720 2.104 -1.683 -0.6 -0.7 -0.5 0.5762
N -0.741 1.910 -0.690 0.1 0.4 0.2 0.8070
C -0.437 2.966 0.147 0.2 -0.4 -0.4 -0.5202
O -0.497 4.154 -0.099 0.0 -0.2 0.3 -0.6921
C -0.040 2.465 1.504 0.0 -0.2 0.3 1.0054
C 0.102 3.330 2.582 0.0 -0.2 -0.2 -0.9770
C 0.370 2.806 3.834 0.0 -0.4 -0.2 -0.4952
C 0.454 1.422 3.968 -0.1 0.3 -0.1 -0.9832
C 0.297 0.628 2.849 0.0 -0.2 -0.1 -0.1064
N 0.071 1.125 1.626 0.0 0.2 -0.5 0.3210
C -2.161 0.898 -2.287 0.1 1.0 0.3 -0.5801
C -3.209 0.922 -3.200 0.0 0.0 0.0 -0.4394
C -3.846 2.119 -3.500 0.4 0.3 0.3 -0.2508
Cl -5.158 2.132 -4.598 -0.1 -0.1 -0.2 -0.1808
N -1.438 -0.241 -1.887 0.6 0.3 0.5 0.8030
C -1.936 -1.486 -2.184 0.3 -0.2 0.1 -0.6965
O -3.080 -1.773 -2.472 0.4 0.0 0.1 -0.6511
C -0.854 -2.540 -2.166 0.2 -0.3 -0.1 0.9228
C -1.108 -3.793 -2.707 0.0 0.2 0.1 -0.8679
C -0.073 -4.709 -2.796 0.1 0.2 0.1 -0.6769
C 1.194 -4.322 -2.374 -0.2 0.0 0.0 -1.1390
C 1.367 -3.052 -1.848 0.0 0.1 0.1 -0.4115
N 0.363 -2.179 -1.724 -0.6 0.7 0.1 0.2219
H -2.033 4.234 -1.574 0.0 0.0 0.0 0.7501
H -0.018 4.389 2.414 0.0 0.1 -0.1 0.5977
H 0.489 3.449 4.690 0.0 0.1 0.1 0.4908
H 0.620 0.961 4.929 0.0 0.0 0.1 0.4825
H 0.342 -0.451 2.940 0.0 0.1 0.0 0.3016
H -3.561 0.011 -3.655 0.0 0.1 0.0 0.6671
H -2.102 -4.005 -3.072 -0.1 0.0 0.0 0.6297
H -0.244 -5.693 -3.201 0.0 -0.1 -0.1 0.5032
H 2.032 -4.994 -2.462 0.1 0.0 0.0 0.5079
H 2.344 -2.709 -1.533 0.0 0.0 0.0 0.5594
C 3.963 2.195 -0.109 0.8 -0.5 0.3 -0.8280
C 4.895 1.195 0.195 -0.6 0.7 -0.3 -0.9181
C 4.434 -0.073 0.473 -0.8 -0.5 0.1 -0.8953
C 3.061 -0.338 0.428 0.2 1.8 -0.9 0.7472
N 2.160 0.613 0.001 1.6 -0.2 0.3 0.3331
C 2.636 1.860 -0.209 -0.8 -0.5 0.2 -0.7898
C 2.430 -1.551 0.889 -1.7 -0.9 0.0 -0.4283
C 3.078 -2.625 1.490 -0.2 0.2 -0.1 -0.5081
C 2.332 -3.682 1.995 -0.3 0.4 -0.1 -1.5650
C 0.944 -3.610 1.963 0.1 0.2 -0.1 -0.6167
C 0.329 -2.531 1.343 1.4 0.8 -0.6 0.2208
N 1.060 -1.528 0.742 0.9 -1.6 1.8 1.5787
C -1.092 -2.277 1.321 -1.4 0.8 -0.3 0.6691
C -2.050 -3.063 1.969 0.7 0.2 -0.3 -0.6946
C -3.359 -2.644 2.013 -0.3 0.8 -0.4 -0.8530
C -3.694 -1.430 1.398 0.1 -0.9 0.4 -0.9619
C -2.723 -0.717 0.742 0.6 0.5 -0.3 -0.0898
N -1.428 -1.108 0.679 -0.4 -0.8 0.9 0.9697
H 4.272 3.216 -0.257 0.0 0.1 -0.1 0.5827
H 5.947 1.423 0.233 0.2 0.0 0.0 0.4983
H 5.121 -0.859 0.744 0.1 0.0 0.1 0.5138
H 1.895 2.618 -0.436 0.1 -0.1 -0.1 0.7689
H 4.150 -2.621 1.594 0.1 0.0 0.0 0.5714
H 2.824 -4.525 2.451 0.1 -0.1 0.1 0.5221
H 0.344 -4.370 2.434 0.0 -0.1 0.0 0.5968
H -1.757 -3.990 2.434 0.0 -0.1 0.1 0.5104
H -4.109 -3.227 2.523 -0.1 -0.1 0.0 0.5100
H -4.705 -1.060 1.428 -0.1 0.1 -0.1 0.5333
H -2.964 0.221 0.247 0.1 -0.2 0.0 0.3363
C 3.198 2.469 -5.235 0.5 0.5 -0.3 -0.8497
N 2.382 1.557 -4.476 -0.1 -0.1 0.2 0.1125
C 1.849 0.391 -4.923 -0.3 -0.5 0.0 -0.7998
C 1.174 -0.153 -3.870 0.1 0.1 -0.2 -0.7672
N 1.297 0.661 -2.774 -0.1 0.1 0.5 0.5412
C 2.034 1.683 -3.190 -0.3 -0.2 0.4 -0.8050
H 3.118 2.236 -6.295 0.0 0.0 0.1 0.3230
H 4.245 2.384 -4.936 -0.1 0.0 -0.1 0.3269
H 2.870 3.497 -5.081 0.0 -0.1 0.0 0.3432
H 1.985 0.040 -5.927 0.0 0.0 -0.2 0.4472
H 0.611 -1.061 -3.856 -0.1 -0.1 0.0 0.5634
H 2.338 2.524 -2.600 0.0 0.2 0.0 0.5558
```
Forces are in eV/Å.

- Kohn-Sham gap (spin up / spin down): 4.773 / 4.627 eV
- Electronic energy: -83174.3120 eV
- Total charge: +2
- LUMO level (spin up / spin down): -7.19 / -7.17 eV



Molecular weight, respectively: 739.5; 734.6; 884.4 g/mol.
ΔE to the lowest compared entry with this formula, charge and spin, respectively: 0.0; 40.5; 74.9 kJ/mol.